A structure of composition C4H5O6Tl. Source: OMol25; level of theory: ωB97M-V/def2-TZVPD.

Last column: Mulliken spin population.
Atoms and positions in Å:
H (-0.33, -0.70, -0.11)  -0.005
O (-1.98, 1.03, 1.60)  0.246
C (-0.84, 1.34, 1.16)  0.025
O (0.18, 1.11, 1.84)  0.016
O (-0.77, 1.24, -0.19)  0.034
C (0.47, 1.35, -0.90)  0.002
O (0.68, -1.10, -0.76)  0.008
C (-0.04, -2.53, 0.58)  0.008
C (0.77, 0.04, -1.61)  0.006
O (-0.92, -1.75, 0.94)  0.009
O (0.82, -3.26, 0.91)  0.008
Tl (-1.50, -0.50, 2.82)  0.644
H (1.29, 1.61, -0.22)  -0.001
H (0.33, 2.14, -1.64)  0.000
H (0.05, -0.09, -2.44)  -0.001
H (1.80, 0.07, -1.98)  0.000

Properties
strongest force on any atom = 6.03 eV/Å
relative energy (zero: lowest compared OMol25 entry of this formula, charge and spin) = 75.1 kcal/mol
multiplicity = 2
total charge = +1